# C19H14N2O5

C19H14N2O5 in the gas phase (ωB97M-V with the def2-TZVPD basis set, the OMol25 dataset).

```
40
Properties=species:S:1:pos:R:3
C 0.83923 0.01885 -0.49705
H 0.11961 2.28305 -5.67014
O -0.96284 -2.29941 2.46210
C 0.14472 0.11998 -1.64234
N -0.87524 2.19655 2.73862
H -1.51328 1.17631 0.77797
C -0.24012 1.95852 3.78346
H -0.86239 -3.41038 4.18059
H -2.54410 -2.91896 3.81836
H 2.62990 3.12488 -5.32511
C 0.81842 0.05934 2.91710
H -3.39422 -1.22424 -2.21483
H -3.40992 -2.03460 -0.70447
C -0.70714 1.25430 1.74169
C -1.57920 -2.24739 1.22287
H -1.21465 1.08825 -4.04537
C 0.04538 1.21369 -3.92283
H -0.53197 2.87559 4.56278
O -2.57063 -2.79466 1.04562
C -1.70634 -0.96949 -0.92283
C 0.68146 1.13916 3.96536
H 1.02885 -1.69203 0.82886
H -1.95238 -4.39346 2.97405
C 0.44296 -0.84442 0.62091
C -1.53454 -3.40856 3.35065
N -2.82974 -1.51294 -1.20124
C -1.10725 -1.31484 0.26619
H 1.48188 0.77323 4.85245
H 1.65510 -0.72431 3.02396
C 1.95032 1.31658 -2.49601
C 0.21684 0.12531 1.86064
O 3.14093 0.11810 0.66344
C 2.42946 0.28305 -0.43823
O -1.07080 -0.02243 -1.66340
C 0.87495 0.83171 -2.77693
C 1.99061 2.53982 -4.69603
C 0.79349 1.93180 -4.98984
H 3.61315 2.33644 -3.43397
O 2.92325 1.03410 -1.43564
C 2.78624 2.01348 -3.58139
```

Output
- Charge: 0
- LUMO: -0.2 eV
- SMILES string: COC(=O)C1=C(N)Oc2c(c(=O)oc3ccccc23)[C@H]1c1cccnc1
- DFT total energy: -1217.7086 hartree
- HOMO: -8.47 eV
- 2S+1: 1
- Energy relative to the best compared isomer or geometry (same formula, charge and spin): 285.93 kcal/mol
- Gap between HOMO and LUMO: 8.228 eV

=====

# C19H14N7O4S2SeTi

A molecular structure, C19H14N7O4S2SeTi (ωB97M-V with the def2-TZVPD basis set, the OMol25 dataset).

```
48
Properties=species:S:1:pos:R:3
H -0.97636 2.61706 -2.02987
H -2.62754 -3.03342 -1.61056
S 0.75734 -3.78174 2.39054
N 0.94890 4.39563 1.52690
Se -0.43611 3.41540 1.08388
C -1.92461 -1.13595 -0.94306
C 0.01192 -1.89272 -1.95108
O 2.40402 -1.61544 -2.42309
C 0.78540 -2.05396 2.48557
C -0.18077 -2.42888 0.49460
C -0.66118 -1.92343 -3.11178
H 5.15133 1.42464 1.39828
C -2.76679 -1.98300 -1.88427
C 4.40533 3.40626 1.82649
O -4.08424 0.04538 1.81649
H -3.91812 0.62873 2.57983
C 3.05681 1.46668 1.11435
H -5.03028 -1.46512 -1.17631
C -0.00475 -3.71018 0.83266
N -1.30872 2.00626 -2.76086
N -1.44968 0.21519 -1.32544
C 1.40954 -1.35114 -1.87283
C -3.02550 -0.16234 1.10982
N 0.63770 1.92387 0.85787
O 1.32669 -0.23808 -0.94235
H 5.39197 3.77477 2.06980
O -1.90413 0.33293 1.35026
C 4.25962 2.03766 1.44056
C -1.68038 0.76051 -2.50660
H -1.37753 2.39310 -3.69207
H 3.01234 0.43067 0.80802
H -0.24359 -4.60579 0.28104
H 1.23063 -0.39710 3.58762
C 3.32703 4.22333 1.87717
N 1.28091 -1.40115 3.52967
C -3.12702 -0.99691 -0.08453
H 3.38291 5.26626 2.15706
H 1.65546 -1.89071 4.32854
H -0.07997 -1.87515 -4.02646
Ti -0.02436 0.15457 0.16055
S -2.48486 -0.06133 -3.82318
C -3.95588 -1.44734 -1.05105
N -0.63543 -1.77286 -0.67820
C 2.04820 3.67583 1.53335
H -2.57695 -2.41096 -4.04591
C -2.17778 -1.77084 -3.25925
N 0.26759 -1.47100 1.40396
C 1.91087 2.28184 1.15389
```

Output
- Charge: +3
- LUMO: -10.9 eV
- DFT total energy: -5463.0464 hartree
- HOMO: -17.73 eV
- 2S+1: 1
- Energy relative to the best compared isomer or geometry (same formula, charge and spin): 106.67 kcal/mol
- Gap between HOMO and LUMO: 6.815 eV

=====

# C19H15Al2Cl3F5MgN3O15PS

A molecular structure, C19H15Al2Cl3F5MgN3O15PS (ωB97M-V with the def2-TZVPD basis set, the OMol25 dataset).

```
65
Properties=species:S:1:pos:R:3
H -1.23724 -0.09242 3.43452
C 4.88635 3.69320 2.04754
C 0.93153 -6.06663 -1.02662
O 1.35820 -9.59822 -1.58616
F 0.81204 0.87954 4.30795
C 3.23040 -8.07136 -1.20827
Cl -0.27462 -1.87760 2.23413
H -3.21876 5.78033 -0.04382
P -6.05574 -1.89457 3.00342
F -0.23245 2.22116 -0.00844
O -1.69663 4.25894 -0.29517
O 3.19323 5.31780 1.83269
Cl -2.77938 -0.49120 1.69756
C 2.44918 3.16256 2.42740
F 2.25331 -3.15661 1.19190
H -2.35237 6.27372 -6.88857
O 2.81152 -4.50701 -0.90725
O 1.67926 -4.52022 3.92204
C -2.37713 5.48088 -0.80644
H 4.43854 -6.38158 -0.94187
C 4.17050 1.43117 2.66723
H -2.54694 7.67656 -6.00192
C -1.63052 -0.99017 2.95078
O 1.74742 -2.07284 4.05697
H -1.52043 6.30877 -0.87773
C 2.40504 -5.67037 -0.98765
H -0.27798 -7.76067 -1.25326
O -5.72727 -0.39440 3.07875
C 3.42444 -6.75149 -1.04425
Al -6.56101 1.03358 -5.44423
Cl -2.44005 -1.97727 4.17958
C -2.67981 6.36095 -3.55102
S 2.51693 -3.31358 3.89064
N -3.84962 4.53896 -5.19517
C -2.89206 5.22554 -2.34048
O -5.86303 -2.53153 4.38950
C -3.65415 3.83259 -2.86780
C 2.76890 1.89399 2.70094
Mg 5.08913 -10.56471 -2.47879
O -7.51456 -2.07829 2.55373
C 5.20608 2.42463 2.32109
N -3.06987 6.80402 -6.30733
C 3.48476 4.15602 2.08126
H -2.17992 7.41938 -3.36058
N -4.09407 3.57396 -4.26572
Al -5.97487 3.86521 -5.63881
O -5.11849 -2.57415 1.99159
F 3.97716 -4.33625 1.84153
O 3.67975 -3.39516 4.78517
H -4.15112 4.29996 -6.19072
H 1.42569 3.51738 2.44718
H -3.81684 3.00500 -2.03732
O -0.90455 3.74697 -1.19389
H -0.28913 4.42860 -1.59514
H 6.22957 2.06981 2.30130
F 4.03751 -2.15302 1.96306
O 0.05740 -5.15501 -0.89806
C -3.22234 5.90719 -5.06684
H 2.02173 1.15287 2.95732
C 0.73772 -7.38543 -1.20390
O 4.46203 0.26939 2.91579
C 3.22077 -3.23738 2.16124
O 4.10276 -8.99210 -1.25716
H 5.63352 4.43432 1.79116
C 1.76064 -8.45370 -1.35458
```

Output
- Charge: +1
- LUMO: -7.8 eV
- DFT total energy: -5328.5846 hartree
- HOMO: -8.93 eV
- 2S+1: 1
- Gap between HOMO and LUMO: 1.149 eV